{"formula": "C7H12N3O", "method": "ωB97M-V/def2-TZVPD", "charge": 1, "homo_ev": -12.321, "smiles": "CC1(C)[NH2+]Cc2c(N)noc21", "largest_force_ev_per_a": 7.1, "relative_energy_kj_mol": 359.18, "orbital_gap_ev": 8.989, "energy_ev": -13961.5498, "species": ["C", "C", "C", "C", "C", "C", "C", "N", "N", "N", "O", "H", "H", "H", "H", "H", "H", "H", "H", "H", "H", "H", "H"], "xyz": [[-0.988, -0.571, 0.492], [0.326, -0.300, 0.803], [-1.315, -1.562, 1.429], [-1.490, 0.347, -0.594], [1.035, 0.692, -0.412], [2.102, -0.159, -0.949], [1.456, 2.047, 0.058], [-0.330, -1.704, 2.288], [-2.422, -2.314, 1.484], [-0.247, 0.823, -1.343], [0.742, -0.999, 1.842], [-2.049, -0.256, -1.397], [-2.179, 1.163, -0.274], [2.656, 0.307, -1.807], [1.511, -1.060, -1.340], [2.745, -0.272, -0.216], [1.820, 2.683, -0.719], [2.341, 2.034, 0.688], [0.576, 2.444, 0.610], [-3.227, -2.341, 0.838], [-2.473, -3.012, 2.215], [-0.330, 0.202, -2.126], [-0.261, 1.809, -1.569]]}